Record 1
Molecular formula: C5H14
Method: DFT, ωB97M-V/def2-TZVPD

Atoms and positions in Å:
C 2.3657 -1.1342 0.0068
C -1.9522 1.3673 0.5754
H -0.8648 -0.7761 -1.9178
H -2.4042 2.3173 0.3245
H -3.0587 -0.1269 -0.5640
H -2.2100 0.9818 -1.5592
C -2.1237 0.4168 -0.6345
H 3.0008 -0.8251 -0.8292
H 2.9498 0.3210 1.4672
H -2.2165 0.8254 1.4939
H 2.8473 -1.9741 0.5064
H 0.0107 -0.2603 -0.5092
H 1.4724 -1.5427 -0.4678
H -1.1150 -1.5294 -0.3359
C -0.9699 -0.5720 -0.8525
H 1.9129 1.0189 0.2343
C 2.0882 0.1288 0.8317
H -0.8889 1.3453 0.8490
H 1.1559 0.0182 1.3808

Gap between HOMO and LUMO (eV): 12.28
Strongest force on any atom (hartree/bohr): 0.0475
Net charge: 0
SMILES string: CCC.CC
ΔE to the lowest compared entry with this formula, charge and spin (kcal per mole): 16.0

These are the Löwdin partial charges, in e, on atoms 1 to 8: -0.17 -0.10 0.07 0.07 0.09 0.09 -0.30 0.07

***

Record 2
Molecular formula: H22O11
Method: DFT, ωB97M-V/def2-TZVPD

Atoms and positions in Å:
H -2.0698 1.5343 -2.7699
H -2.4864 -2.6777 -0.8889
H 3.4677 0.7581 -0.4585
H 1.7094 -2.5425 -0.9412
O -0.6649 -0.2491 -0.3362
O 2.5545 0.7765 -0.7450
H -0.4642 0.7305 1.7447
H -0.5345 1.9252 2.6718
O -2.9164 1.6147 -2.3305
H 2.1832 -0.0421 -0.4161
O -0.1741 -2.6289 1.9874
O -2.5968 -0.9520 2.4111
O -2.7680 -1.7636 -0.8535
O 1.8969 1.3850 -3.1496
O -0.0826 2.2341 -1.4960
H 0.6186 -2.1984 1.6673
H 2.3411 -1.9368 0.2940
H -0.8995 2.1264 -1.0088
H 1.4605 0.4852 1.9578
H 0.1557 3.1519 -1.3653
H -0.2904 0.3248 -1.0046
O 1.7142 -1.7499 -0.4047
H 0.0176 -0.8988 -0.1680
H -3.1320 2.5451 -2.3933
H 2.0368 1.0156 -2.2777
H 1.0283 1.7845 -3.1045
H -0.0686 -2.6495 2.9385
H -3.0502 -0.8471 1.5746
H -2.0191 -1.2960 -0.4836
H -1.7453 -1.3218 2.1778
O 0.0741 1.4207 2.1321
O 2.1705 -0.1427 2.0914
H 2.5339 0.0845 2.9473

Gap between HOMO and LUMO (eV): 10.01
Strongest force on any atom (hartree/bohr): 0.0290
Net charge: 0
SMILES string: O.O.O.O.O.O.O.O.O.O.O
ΔE to the lowest compared entry with this formula, charge and spin (kcal per mole): 32.8

These are the Löwdin partial charges, in e, on atoms 1 to 8: 0.02 0.03 0.07 0.09 -0.03 -0.04 0.02 0.07

***

Record 3
Molecular formula: C10H13N4OOsSTe
Method: DFT, ωB97M-V/def2-TZVPD

Atoms and positions in Å:
H 2.5074 6.2495 -0.1801
O -0.1846 0.7629 4.9669
C -0.6004 -2.4352 -0.2486
N -1.1375 -3.5868 -0.5145
H 1.3204 8.4058 -0.0903
H 1.8096 3.4489 0.9139
C -0.6288 7.5163 0.0263
H -2.3789 3.8325 -0.5337
C 0.6985 5.0853 -0.0536
N 0.7068 -2.2419 -0.2091
H -2.1466 -3.6984 -0.5193
H -1.1440 8.4676 0.0509
C -1.3581 6.3390 0.0572
H 1.3997 -2.9480 -0.4374
Te -0.1048 2.4624 -0.7710
C -0.1227 0.7751 3.8348
H 1.5581 -0.6064 -0.9350
H -1.7629 3.5359 1.1132
N 1.1986 -0.9174 -0.0285
N -0.0243 0.8136 2.5937
Os -0.1950 0.4062 0.8251
C 1.4270 6.2706 -0.1046
H -2.4394 6.3701 0.1059
C -0.6907 5.1190 0.0261
H -0.5988 -4.4242 -0.7161
C 0.7587 7.4817 -0.0537
H 2.2526 3.7282 -0.7948
H 1.9974 -0.9667 0.6094
C -1.4961 3.8404 0.1018
C 1.4505 3.7732 -0.0613
S -1.6531 -1.0306 0.0664

Gap between HOMO and LUMO (eV): 4.43
Strongest force on any atom (hartree/bohr): 0.0216
Net charge: +3

These are the Löwdin partial charges, in e, on atoms 1 to 8: 0.13 0.36 -0.65 0.23 0.13 0.08 -0.01 0.08

***

Record 4
Molecular formula: C3H5NO4
Method: DFT, ωB97M-V/def2-TZVPD

Atoms and positions in Å:
H 0.0418 -1.5276 0.5821
O -1.5401 -0.2799 1.4420
H -1.9906 0.5703 -0.4430
H 0.3832 2.1393 -0.0840
O 0.5555 0.5923 -2.2742
C -1.0242 -1.2641 0.4650
O 1.8983 -0.4745 -1.0406
N 1.0684 0.4068 -1.2432
C -1.3212 0.0873 0.1369
O 1.4562 0.7734 1.1424
C 0.6789 1.1255 0.0293
H -1.7491 -1.9533 0.1507
H 1.5431 -0.1955 1.1365

Gap between HOMO and LUMO (eV): 9.15
Strongest force on any atom (hartree/bohr): 0.1144
Net charge: 0
ΔE to the lowest compared entry with this formula, charge and spin (kcal per mole): 179.7

These are the Löwdin partial charges, in e, on atoms 1 to 8: 0.11 0.00 0.09 0.12 0.10 -0.07 0.04 -0.43

***

Number 1: calculated total energy -198.8637 Eh, E_HOMO -11.15 eV. Number 2: calculated total energy -840.8278 Eh, E_HOMO -10.12 eV. Number 3: calculated total energy -1438.8648 Eh, E_HOMO -17.41 eV. Number 4: calculated total energy -472.7831 Eh, E_HOMO -9.27 eV.